Molecular formula: C56H147N28O7P7
Method: DFT, ωB97M-V with the def2-TZVPD basis set

The geometry in XYZ format:
```
245
Properties=species:S:1:pos:R:3:forces:R:3:lowdin_charge:R:1
O 4.050152 -0.092472 7.260880 -0.4 -0.3 -0.2 -0.30
P 2.801350 -0.533346 6.600614 -1.4 0.0 0.0 0.58
N 2.036814 -1.818507 7.447161 -0.4 1.7 -0.6 -0.30
C 0.630359 -2.185828 7.133309 1.4 -0.3 0.2 -0.10
C 2.604585 -2.374562 8.660678 -0.3 -0.2 0.0 -0.13
N 3.052163 -1.144021 5.069696 -1.5 0.6 -0.3 -0.31
C 1.935692 -1.355440 4.121041 0.5 1.0 0.0 -0.13
C 4.368549 -1.650070 4.678973 -1.0 0.5 -0.4 -0.09
N 1.551757 0.686227 6.378321 0.1 -1.5 0.2 -0.29
C 1.655284 1.738066 5.335945 0.1 -0.4 1.0 -0.11
C 0.958855 1.245919 7.621224 1.1 -0.4 -0.2 -0.12
H 0.574763 -3.275449 7.120416 -0.1 -0.1 0.0 0.07
H 0.358003 -1.837959 6.138770 -0.1 0.1 0.3 0.05
H -0.062082 -1.830623 7.898004 -0.1 0.2 0.0 0.07
H 3.546561 -1.909758 8.948632 0.0 0.1 -0.4 0.07
H 2.747800 -3.445405 8.507158 0.2 -0.1 0.1 0.08
H 1.930578 -2.272822 9.513560 -0.2 0.1 0.1 0.07
H 1.000483 -0.886302 4.426243 0.2 0.0 0.5 0.05
H 2.199951 -0.762239 3.243668 0.0 -0.5 -0.6 0.07
H 1.695002 -2.388268 3.867279 0.4 -0.2 0.0 0.09
H 4.544543 -2.568487 5.238692 0.9 0.3 0.1 0.09
H 4.355320 -1.907576 3.619190 -0.3 -0.1 -0.1 0.07
H 5.036348 -0.790702 4.729509 0.7 -0.7 0.7 0.08
H 1.696268 1.403695 4.299637 0.3 -0.4 0.2 0.06
H 0.736814 2.321126 5.404678 0.1 0.2 0.0 0.06
H 2.530649 2.330268 5.606098 0.0 0.5 -0.5 0.08
H -0.064047 1.599956 7.492500 0.0 -0.1 -0.3 0.07
H 1.575796 2.069445 7.985450 -0.1 0.3 -0.1 0.08
H 0.993574 0.526213 8.439677 -0.1 -0.3 -0.2 0.07
O -0.883523 -5.065052 2.687673 0.7 0.2 0.3 -0.29
P -1.692328 -6.143964 3.276572 -2.6 -0.4 0.6 0.54
N -1.051121 -6.934457 4.600486 -0.1 -1.8 -1.3 -0.33
C 0.198764 -6.587098 5.214611 -0.2 0.9 -0.5 -0.11
C -1.750137 -8.051370 5.294221 0.1 1.5 -1.0 -0.08
N -2.156231 -7.376333 2.183830 0.4 0.7 0.5 -0.30
C -3.236791 -7.164437 1.192032 0.2 -0.4 0.6 -0.10
C -1.041662 -8.228461 1.737193 -0.6 0.1 0.1 -0.11
N -3.174733 -5.549031 3.870339 0.9 0.1 -1.3 -0.29
C -3.328073 -4.128197 4.291878 -0.2 -1.4 0.1 -0.09
C -4.272158 -6.444155 4.167492 -1.0 0.7 0.4 -0.16
H 0.851229 -6.281731 4.396645 0.5 0.2 0.5 0.08
H 0.608380 -7.419407 5.785950 0.1 0.0 -0.2 0.08
H -0.020426 -5.760361 5.892722 0.7 0.2 0.3 0.07
H -0.968463 -8.727510 5.637727 -0.3 0.0 0.5 0.08
H -2.412488 -8.597909 4.623911 0.1 0.1 0.0 0.06
H -2.341720 -7.528852 6.046494 -0.1 -0.9 0.6 0.08
H -3.965143 -7.967295 1.314746 -0.2 0.0 0.0 0.08
H -3.751061 -6.215597 1.341787 0.1 0.0 0.1 0.05
H -2.908027 -7.237365 0.154591 0.4 0.2 0.0 0.07
H -0.293135 -7.685289 1.157782 0.1 0.1 0.0 0.07
H -0.555565 -8.678172 2.602788 0.0 0.0 -0.1 0.07
H -1.445317 -9.013244 1.097328 0.0 -0.1 0.1 0.08
H -4.399988 -3.937265 4.342074 0.0 0.3 -0.3 0.07
H -2.967266 -4.004954 5.314523 0.3 0.2 0.1 0.07
H -2.814779 -3.441096 3.620965 -0.1 -0.1 0.0 0.05
H -4.620543 -6.322881 5.195799 0.5 -0.4 0.5 0.08
H -4.054290 -7.486271 3.942143 0.0 0.2 0.1 0.06
H -5.194691 -6.144745 3.666380 0.1 -0.1 -0.7 0.05
O 3.940429 7.196376 1.826058 0.3 -0.9 -0.4 -0.29
P 3.404800 5.816791 1.703143 -1.1 -0.6 0.8 0.56
N 1.747817 5.679629 2.108470 1.8 -2.1 0.3 -0.32
C 0.829783 6.467894 1.333257 0.2 0.3 0.8 -0.13
C 1.333670 5.348958 3.494863 0.8 0.0 -0.9 -0.10
N 4.212913 4.706408 2.721273 -0.2 -0.3 0.7 -0.30
C 3.850281 3.291718 2.757579 -0.3 0.1 -0.4 -0.12
C 5.605201 4.962709 3.107681 -0.6 1.5 -0.1 -0.11
N 3.454626 5.133389 0.171600 0.7 0.3 -0.4 -0.29
C 2.631495 3.984296 -0.205416 -0.5 0.8 -0.1 -0.13
C 4.769595 5.153071 -0.529632 -0.7 0.4 1.1 -0.09
H 0.814776 7.383886 1.927273 -0.7 0.8 -0.8 0.09
H -0.160690 6.012115 1.315596 0.0 0.0 -0.1 0.06
H 1.229585 6.599992 0.328296 -0.2 0.3 0.0 0.07
H 0.563724 6.055743 3.805375 0.4 0.3 0.4 0.08
H 2.272925 5.346589 4.047951 -0.4 0.4 0.7 0.07
H 0.899565 4.360164 3.646182 -0.1 -0.1 -0.6 0.02
H 4.170957 2.804263 3.678658 0.4 0.2 0.0 0.08
H 2.775654 3.105382 2.742295 -0.2 0.4 -0.2 0.06
H 4.258127 2.774129 1.887276 0.2 -0.3 0.1 0.06
H 6.339232 4.739562 2.331822 0.0 -0.2 -0.1 0.07
H 5.597209 6.038488 3.287126 0.6 0.1 -0.1 0.07
H 5.942406 4.526459 4.048120 -0.5 -0.5 0.0 0.08
H 1.607909 4.187861 0.108003 0.0 -0.2 -0.1 0.06
H 2.641263 3.944501 -1.294723 -0.1 -0.3 0.0 0.06
H 2.917424 3.025440 0.229670 0.3 -0.1 0.0 0.05
H 5.369596 5.983782 -0.157512 -0.1 0.1 0.0 0.07
H 4.614741 5.298913 -1.598402 0.1 -0.3 0.0 0.08
H 5.327805 4.249023 -0.281367 0.1 -0.2 -0.4 0.07
O 0.552644 4.089812 -2.797641 -0.2 0.8 -0.6 -0.29
P 0.689133 3.630980 -4.201761 -0.7 -0.8 -2.2 0.57
N -0.772756 3.584368 -5.073288 -1.3 -0.8 0.4 -0.28
C -0.962636 3.010103 -6.451395 1.1 0.8 1.5 -0.08
C -1.965966 4.247503 -4.520133 0.6 0.6 0.3 -0.11
N 1.272369 2.065950 -4.283150 -1.9 -0.8 -1.4 -0.29
C 0.363728 0.874237 -4.159437 -0.9 1.8 -0.2 -0.08
C 2.627530 1.811389 -3.960529 0.9 1.1 1.0 -0.13
N 1.662602 4.544069 -5.268717 0.3 0.7 1.6 -0.30
C 2.099157 4.097339 -6.578448 0.1 0.1 0.3 -0.14
C 1.717536 6.036898 -5.121696 -0.3 -1.1 0.4 -0.09
H -0.648509 3.720356 -7.217218 0.0 0.0 -0.1 0.07
H -2.018713 2.798167 -6.612352 0.1 -0.3 0.1 0.06
H -0.319660 2.130293 -6.470044 -0.3 -0.2 -0.6 0.06
H -2.099389 4.045204 -3.457643 0.3 0.0 0.0 0.04
H -2.919287 3.968054 -4.969289 0.3 -0.4 -0.4 0.08
H -1.858614 5.323985 -4.654974 -0.3 0.1 0.1 0.05
H 0.665622 0.036674 -4.786740 0.3 0.0 0.2 0.08
H 0.050254 0.625785 -3.144019 1.0 -0.4 0.4 0.05
H -0.618337 1.196690 -4.508801 0.1 0.0 -0.6 0.04
H 2.727243 2.004732 -2.889476 0.5 -0.9 0.4 0.06
H 2.969714 0.827599 -4.279143 0.0 0.1 0.1 0.09
H 3.256777 2.608987 -4.358942 0.2 -0.2 -0.5 0.08
H 1.604761 4.731391 -7.315740 0.1 -0.2 -0.4 0.08
H 3.179760 4.229581 -6.652689 0.1 0.1 -0.2 0.08
H 1.906342 3.042285 -6.770055 -0.2 0.1 0.1 0.08
H 2.690449 6.435606 -5.409885 0.2 -0.3 0.2 0.08
H 1.498709 6.285249 -4.083336 0.2 0.0 0.0 0.06
H 0.985055 6.572704 -5.727965 -0.3 -0.3 -0.2 0.08
O 5.759943 -0.880309 -3.601134 -0.4 -0.2 0.3 -0.29
P 5.493060 -1.404699 -2.243716 0.5 0.3 0.6 0.56
N 4.353374 -2.619924 -2.179480 0.7 -0.6 0.7 -0.30
C 3.984626 -3.277705 -0.932195 0.4 0.1 0.0 -0.13
C 3.339246 -2.785654 -3.205828 0.2 0.9 -0.7 -0.10
N 4.949635 -0.127146 -1.227797 0.4 -0.7 -1.0 -0.27
C 4.606525 -0.390519 0.177643 0.5 -0.8 -0.9 -0.10
C 5.370294 1.226811 -1.543461 -0.5 1.0 0.0 -0.14
N 6.851284 -2.101007 -1.457037 -0.8 -1.1 0.4 -0.31
C 7.332318 -3.474641 -1.805105 -0.8 1.2 -0.1 -0.08
C 7.923140 -1.223300 -1.026246 -0.7 1.0 -0.5 -0.12
H 3.873967 -4.350160 -1.096150 -0.2 0.0 0.0 0.09
H 3.050606 -2.851451 -0.561959 -0.2 -0.2 0.2 0.07
H 4.746883 -3.156397 -0.163479 0.0 0.0 -0.1 0.06
H 2.590024 -3.536552 -2.958768 0.2 0.0 0.3 0.05
H 3.786566 -3.060364 -4.161070 0.0 0.0 0.0 0.09
H 2.847745 -1.818985 -3.329785 -0.4 -0.1 -0.3 0.07
H 3.566283 -0.676286 0.339983 -0.3 0.7 -0.1 0.05
H 5.106475 -1.326265 0.429978 0.5 0.4 0.7 0.05
H 4.924490 0.455601 0.785669 -0.1 -0.2 0.2 0.08
H 6.317925 1.524006 -1.090277 0.2 -0.1 0.2 0.07
H 5.430407 1.502246 -2.596202 0.1 -0.9 -0.2 0.08
H 4.611457 1.939944 -1.216406 -0.1 -0.1 0.5 0.05
H 7.688289 -3.503796 -2.835695 0.2 -0.1 0.0 0.08
H 8.142390 -3.710415 -1.115945 -0.1 -0.1 -0.1 0.07
H 6.513357 -4.184159 -1.690844 0.1 -0.1 0.0 0.06
H 7.468388 -0.391048 -0.487448 0.1 0.2 0.0 0.06
H 8.412113 -0.824154 -1.916634 0.5 0.2 0.2 0.09
H 8.653989 -1.651086 -0.340510 -0.2 -0.5 -0.2 0.08
O -2.938512 -0.972607 -0.766436 -1.3 -0.9 -1.3 -0.29
P -1.846126 -0.200359 -0.204909 2.5 3.1 1.4 0.58
N -0.326520 -0.541403 -0.864951 -0.7 -0.4 -0.3 -0.29
C -0.151033 -1.807533 -1.594099 0.9 0.9 0.1 -0.13
C 0.915378 0.213181 -0.558294 -1.0 -0.5 -0.5 -0.08
N -1.599586 -0.518295 1.456640 -0.2 1.3 -1.2 -0.30
C -0.993499 -1.771934 1.835602 -0.5 -0.5 -0.1 -0.12
C -2.532324 -0.061962 2.496497 0.3 0.7 -1.3 -0.11
N -2.065307 1.541003 -0.398815 -0.9 -1.2 0.7 -0.26
C -1.284688 2.543188 0.376139 0.2 -1.8 -0.7 -0.09
C -2.595120 2.065112 -1.687375 1.3 -0.8 0.1 -0.12
H -1.102058 -2.335033 -1.639270 0.3 -0.2 0.1 0.06
H 0.708954 -2.325960 -1.164468 -0.4 -0.8 0.7 0.06
H 0.272788 -1.664952 -2.590233 -0.6 0.4 -0.5 0.07
H 1.745210 -0.259386 -1.084409 0.0 -0.1 0.0 0.07
H 1.135007 0.209072 0.509973 0.0 0.2 0.1 0.08
H 0.820108 1.217702 -0.970008 0.2 0.1 0.3 0.06
H -0.746020 -1.664977 2.891968 0.4 -0.4 -0.1 0.08
H -1.711935 -2.589495 1.740452 -0.2 -0.2 0.3 0.06
H -0.168069 -2.118292 1.213725 0.3 0.6 0.2 0.08
H -3.202848 -0.856535 2.824560 0.2 0.0 0.4 0.07
H -1.920774 0.424832 3.256701 -0.3 -0.4 0.6 0.07
H -3.148462 0.731333 2.070648 -0.1 0.0 0.0 0.06
H -0.283824 2.548547 -0.056529 0.1 0.8 0.1 0.04
H -1.775946 3.512336 0.300914 0.1 0.0 0.3 0.06
H -1.184109 2.158027 1.390326 -0.1 0.5 0.1 0.05
H -2.859048 3.121867 -1.654567 -0.5 -0.2 0.7 0.05
H -3.404735 1.447080 -2.074007 -0.1 0.1 0.1 0.06
H -1.793002 2.076279 -2.429051 0.2 -0.3 -0.3 0.05
O -0.900651 -1.064093 -6.617710 0.0 -0.3 0.0 -0.29
P -2.308553 -1.469920 -6.780717 -1.1 -0.7 -1.9 0.57
N -2.908278 -1.082030 -8.367149 1.0 -0.1 1.9 -0.30
C -4.337192 -1.081109 -8.623405 0.8 0.0 -0.2 -0.15
C -2.022080 -0.478926 -9.392532 0.2 -0.8 1.3 -0.10
N -3.375396 -0.874585 -5.619417 -1.0 0.4 0.4 -0.28
C -3.178846 -1.338440 -4.221229 0.1 -0.3 -0.3 -0.10
C -3.808544 0.547232 -5.626055 1.2 -0.5 -0.8 -0.09
N -2.591851 -3.130945 -6.750777 1.6 -0.9 0.8 -0.31
C -1.585880 -4.091034 -6.223114 -0.7 1.1 0.2 -0.10
C -3.853559 -3.796165 -6.921401 -1.1 0.5 -0.6 -0.14
H -4.895704 -1.527420 -7.801719 0.1 0.5 0.2 0.06
H -4.544127 -1.738405 -9.469484 -0.2 0.3 -0.4 0.08
H -4.584515 -0.035148 -8.810539 -0.9 -0.1 -0.2 0.08
H -0.984988 -0.734519 -9.172823 0.0 0.1 0.5 0.07
H -2.090512 0.608772 -9.359020 -0.2 0.1 -0.6 0.08
H -2.133417 -0.968593 -10.360217 -0.7 0.4 -0.2 0.08
H -2.302427 -0.870252 -3.770489 0.2 -0.1 0.0 0.07
H -4.007602 -1.128025 -3.544221 -0.3 0.5 -0.4 0.07
H -3.107010 -2.424153 -4.148689 0.4 -0.1 -0.4 0.07
H -2.990972 1.179520 -5.274000 -0.1 0.1 0.7 0.05
H -3.916905 0.905110 -6.650519 -0.5 -0.3 -0.1 0.06
H -4.720651 0.689134 -5.048090 0.1 -0.1 0.0 0.09
H -2.048770 -4.538821 -5.342431 0.4 -0.2 0.2 0.06
H -1.409814 -4.879055 -6.955338 0.3 0.1 0.0 0.08
H -0.690097 -3.541643 -5.937007 0.1 -0.3 -0.1 0.06
H -3.855011 -4.884732 -6.860381 0.9 0.0 0.4 0.08
H -4.249951 -3.664803 -7.929534 -0.2 0.4 0.0 0.07
H -4.586279 -3.464230 -6.183372 -0.3 0.1 0.0 0.08
C -0.830838 -5.051495 -1.107403 0.1 0.5 0.0 -0.06
C -0.157849 -4.799254 -2.397058 0.3 -0.4 0.0 -0.25
N 0.375796 -4.637794 -3.407802 -0.4 0.0 0.7 0.17
H -0.732461 -6.069516 -0.732376 -0.1 -0.1 -0.5 0.07
H -1.874246 -4.754575 -1.213359 -0.1 -0.3 0.1 0.08
H -0.416385 -4.433440 -0.310585 0.1 0.2 -0.2 0.07
C -3.918815 3.446690 3.653821 -0.3 0.2 -0.4 -0.07
C -2.488189 3.373503 3.751153 3.0 -0.1 0.1 -0.29
N -1.325843 3.330130 3.816127 -2.2 -0.1 0.0 0.17
H -4.178413 4.501612 3.567613 -0.2 -0.1 0.3 0.06
H -4.365210 2.940079 4.508599 -0.2 0.1 -0.1 0.09
H -4.218499 3.002162 2.704540 -0.1 -0.2 0.1 0.06
C -1.357637 6.767904 -1.961622 -0.3 -0.3 0.7 -0.06
C -1.785526 7.386497 -3.191001 0.3 -0.1 -0.8 -0.30
N -2.131849 7.824876 -4.194255 -0.1 0.2 0.1 0.14
H -2.127639 7.047650 -1.242355 0.4 -0.1 0.4 0.05
H -0.360475 7.063583 -1.637640 -0.2 0.3 -0.1 0.08
H -1.327664 5.680213 -2.028116 -0.1 0.0 -0.3 0.06
C -4.576639 7.139001 0.169468 -0.1 -0.8 0.6 -0.06
C -3.650987 6.360582 1.034351 0.9 -0.4 1.2 -0.22
N -2.932185 5.712064 1.688101 -1.5 1.3 -1.4 0.16
H -4.139361 8.052909 -0.229851 0.3 -0.4 -0.4 0.08
H -5.484105 7.472663 0.673227 0.2 -0.2 0.5 0.08
H -4.925980 6.378785 -0.530199 0.1 0.5 -0.7 0.07
C -3.039963 -0.265148 7.890242 -0.4 0.3 -0.5 -0.06
C -3.622056 -0.673319 6.574872 0.8 0.7 1.7 -0.24
N -4.115289 -0.984516 5.592857 -0.2 -0.2 -0.6 0.14
H -3.512922 0.632011 8.290650 -0.6 -0.1 -0.2 0.08
H -2.005631 0.072325 7.827536 0.2 -0.7 -0.3 0.05
H -3.189795 -1.065285 8.613845 0.3 0.0 -0.1 0.08
C -4.732158 -3.099018 0.264789 -0.4 -0.3 0.7 -0.07
C -5.469750 -3.901607 1.240216 -0.4 -0.7 0.2 -0.27
N -6.075274 -4.518617 2.002628 0.3 0.3 -0.3 0.15
H -4.890691 -2.080839 0.618350 0.5 0.2 -0.6 0.07
H -5.130757 -3.262321 -0.735632 0.0 0.2 0.1 0.09
H -3.680739 -3.382454 0.293274 0.0 0.3 0.0 0.06
C -6.116102 1.723088 0.000549 0.6 1.4 -0.6 -0.04
C -5.800748 2.850398 -0.973550 0.3 1.3 -1.2 -0.23
N -5.544525 3.709440 -1.738532 -0.8 -2.5 2.4 0.12
H -5.593293 1.917297 0.937072 0.2 0.0 -0.1 0.05
H -5.741797 0.783937 -0.405096 -0.2 0.0 0.0 0.07
H -7.175560 1.721556 0.253413 0.0 -0.2 -0.4 0.08
```
Forces are in eV/Å.

Output
Relative energy (zero: lowest compared OMol25 entry of this formula, charge and spin) = 0.000 eV
Molar mass = 1541.8 g mol⁻¹
Orbital gap = 8.07 eV
Total energy = -181539.051 eV